This record from the OMol25 dataset describes a 2-piece molecular cluster, C20H21F3IO4S2 overall in a non-equilibrium geometry. The level of theory is the ωB97M-V functional and the def2-TZVPD basis.

```
51
Properties=species:S:1:pos:R:3:nbo_charge:R:1
C 4.33653 2.13064 0.96143 -0.645
C 3.86945 0.76558 0.46539 0.272
C 4.34659 -0.35006 1.37514 -0.654
C 2.36598 0.68110 0.26710 -0.131
C 1.78888 -0.19711 -0.66512 -0.122
I 2.80764 -1.64314 -1.82460 0.145
C 0.39605 -0.21127 -0.83586 -0.232
C -0.42404 0.59522 -0.04328 -0.183
C 0.15685 1.44720 0.89915 -0.224
C 1.53721 1.49325 1.04660 -0.159
O 4.36953 0.62909 -0.89230 -0.670
S 6.02471 0.56869 -1.11121 0.498
C 6.33851 2.10215 -2.00155 0.798
F 7.69376 2.26615 -2.07672 -0.327
F 5.83227 2.06482 -3.26000 -0.317
F 5.80849 3.17856 -1.36645 -0.323
H 3.93750 2.32910 1.96326 0.211
H 5.43099 2.17535 1.02019 0.223
H 3.98564 2.90978 0.27404 0.232
H 3.85289 -0.23881 2.35198 0.226
H 4.07002 -1.33033 0.97058 0.235
H 5.42944 -0.29651 1.54168 0.214
H -0.04802 -0.87194 -1.57805 0.241
H -1.51028 0.55574 -0.16179 0.266
H -0.46331 2.08335 1.52870 0.215
H 1.99314 2.15955 1.77705 0.200
C -4.31989 3.43604 1.44780 -0.619
C -4.95618 2.10854 1.12088 -0.072
O -4.14656 1.43318 0.13394 -0.550
C -4.52432 0.14059 -0.06099 0.724
C -3.92158 -0.43006 -1.26585 -0.921
S -4.45956 -1.98803 -1.61798 1.300
C -3.12912 -3.03355 -0.93648 -0.245
C -3.25195 -3.59266 0.33564 -0.168
C -2.18237 -4.31572 0.87107 -0.238
C -0.99349 -4.44224 0.15066 -0.241
C -0.87218 -3.85409 -1.10730 -0.223
C -1.95340 -3.16548 -1.66897 -0.223
O -4.52264 -2.24854 -3.07357 -1.031
O -5.27965 -0.46654 0.70065 -0.724
H -5.02429 4.02241 2.03687 0.199
H -3.42018 3.29527 2.05175 0.198
H -4.05651 4.00673 0.55419 0.208
H -5.02725 1.48237 2.01382 0.196
H -5.95873 2.25106 0.69874 0.169
H -3.48082 0.22691 -2.01014 0.221
H -4.17832 -3.45764 0.89195 0.220
H -2.28157 -4.76979 1.85655 0.199
H -0.15110 -4.99590 0.57799 0.200
H 0.06275 -3.91798 -1.66628 0.206
H -1.89749 -2.72102 -2.66028 0.227
```

For the HOMO energy, the calculation gives -3.38 eV. As for the frontier orbital gap: 5.3 eV. The energy is -2469.3350 a.u. Its charge is -1. The value obtained for the relative energy (zero: lowest compared OMol25 entry of this formula, charge and spin) is 0.0000 eV.


This record from the OMol25 dataset describes one molecule with the formula C20H21FN2O3 in a non-equilibrium geometry. The level of theory is the ωB97M-V functional and the def2-TZVPD basis.

```
47
Properties=species:S:1:pos:R:3:nbo_charge:R:1
O 3.00922 -1.27227 -1.13338 -0.613
F -4.69041 -1.41496 2.78491 -0.333
N -0.34366 0.80003 1.42378 -0.509
O -0.00088 1.51608 3.63582 -0.490
O 3.39851 -0.05547 -5.58492 -0.531
C 1.87100 -0.89843 -1.03005 0.675
C 0.41649 0.86957 2.49508 0.527
C 0.17657 0.23958 0.29665 0.282
C 1.71869 0.41498 2.47260 -0.298
C -3.09596 -0.38644 5.96138 -0.190
C -3.93904 -1.07504 5.03702 -0.284
C 2.28726 -0.19559 1.34599 -0.083
C -2.27395 0.62919 5.53571 -0.212
C -3.04173 0.25861 3.22995 -0.266
C -3.89175 -0.75377 3.69286 0.394
C 1.48144 -0.26690 0.23127 -0.243
C -2.20966 0.94815 4.16207 -0.035
N 0.92801 -1.12414 -2.04043 -0.464
C -1.32188 2.04553 3.70594 -0.096
C 0.86710 0.95712 -4.03868 -0.610
C 3.27814 0.07811 -4.17299 -0.058
C 2.07619 -0.58364 -5.72728 -0.049
C -0.68595 0.31553 -0.92347 -0.438
C -0.47790 -0.97627 -1.74871 -0.199
C 1.33702 -1.51913 -3.37285 -0.207
C 1.78085 -0.29164 -4.22183 -0.087
H 2.33420 0.58652 3.36219 0.229
H -3.09177 -0.61602 7.01090 0.218
H -4.64381 -1.81827 5.38915 0.231
H 3.30089 -0.52319 1.41391 0.242
H -1.65104 1.15859 6.27952 0.219
H -3.05375 0.54370 2.14954 0.243
H -1.38993 2.84850 4.46836 0.203
H -1.62489 2.42664 2.74072 0.209
H 1.06991 1.42157 -3.08104 0.209
H -0.19785 0.66710 -4.15217 0.202
H 1.08763 1.70225 -4.79362 0.221
H 3.48992 1.09532 -3.77747 0.169
H 3.82882 -0.63075 -3.57353 0.191
H 1.45072 -0.04835 -6.43603 0.175
H 2.06129 -1.67112 -5.92604 0.165
H -1.74793 0.40907 -0.60513 0.232
H -0.41337 1.16942 -1.52532 0.226
H -0.91440 -1.80705 -1.17840 0.195
H -1.06555 -0.84942 -2.70052 0.208
H 0.45267 -2.00633 -3.80127 0.202
H 2.06454 -2.31699 -3.28021 0.230
```

For the HOMO energy, the calculation gives -8.96 eV. As for the frontier orbital gap: 9.6 eV. The SMILES is CC1(CN2CCc3nc(OCc4cccc(F)c4)ccc3C2=O)COC1. The energy is -1209.7868 a.u. Its charge is 0. The value obtained for the relative energy (zero: lowest compared OMol25 entry of this formula, charge and spin) is 2.1108 eV.


This record from the OMol25 dataset describes C20H21FN2OsSi as an isolated structure in a non-equilibrium geometry. The level of theory is the ωB97M-V functional and the def2-TZVPD basis.

```
46
Properties=species:S:1:pos:R:3:nbo_charge:R:1
Os -0.25511 -0.32419 0.27540 1.310
C 3.90943 -0.31826 -0.79987 -0.233
C 4.53750 -0.15097 0.42877 -0.072
C 3.77575 -0.10668 1.58755 -0.206
C 2.40023 -0.22754 1.50127 0.203
N 1.79660 -0.39873 0.29666 -0.532
C 2.53818 -0.44007 -0.82491 0.090
C 1.44969 -0.10151 2.60867 -0.015
C 1.79216 -0.03688 3.94976 -0.180
C 0.80482 0.18638 4.90205 -0.130
C -0.52173 0.36384 4.52265 -0.169
C -0.88094 0.28022 3.18659 -0.204
C 0.09215 0.01707 2.22632 -0.189
H 4.47027 -0.35321 -1.72230 0.264
H 5.61317 -0.04808 0.48130 0.258
H 4.24198 0.03646 2.55128 0.252
H 2.01484 -0.58398 -1.76256 0.223
H 2.82295 -0.16166 4.25468 0.237
H 1.07421 0.23202 5.94865 0.250
H -1.27850 0.55972 5.27009 0.247
H -1.91773 0.41004 2.90346 0.227
C -2.18616 -1.75590 -1.66045 -1.092
Si -3.05744 -1.15270 -0.08250 1.719
C -4.91690 -1.00559 -0.12694 -1.132
C -2.48893 -2.28603 1.32552 -1.114
N -2.13285 0.38184 0.16258 -0.842
C -2.48166 1.67716 0.10214 0.072
C -3.81591 2.16722 0.11661 -0.161
C -4.07419 3.51467 0.07644 -0.199
C -3.03556 4.44877 0.00923 -0.073
C -1.70905 4.01282 -0.03331 -0.290
C -1.47188 2.67497 0.01132 0.464
F -0.19235 2.22277 -0.07486 -0.335
H -2.43398 -2.79821 -1.86867 0.286
H -1.08051 -1.72631 -1.57119 0.189
H -2.45963 -1.16395 -2.53522 0.272
H -5.34066 -2.01003 -0.19708 0.285
H -5.27948 -0.43625 -0.98352 0.267
H -5.29908 -0.55887 0.79231 0.263
H -2.85883 -3.29581 1.13126 0.283
H -2.89160 -1.96546 2.28750 0.266
H -1.40121 -2.37651 1.43540 0.229
H -4.63178 1.46281 0.17416 0.240
H -5.10004 3.85630 0.09852 0.255
H -3.25600 5.50641 -0.01639 0.253
H -0.88315 4.70789 -0.10967 0.267
```

For the HOMO energy (spin up / spin down), the calculation gives -14.83 / -15.19 eV. As for the frontier orbital gap (spin up / spin down): 8.3 / 6.2 eV. The energy is -1363.6580 a.u. Its charge is +2. The value obtained for the relative energy (zero: lowest compared OMol25 entry of this formula, charge and spin) is 0.0000 eV. As for the spin multiplicity: 5.


This record from the OMol25 dataset describes C20H21FeNO7P as an isolated structure. The level of theory is the ωB97M-V functional and the def2-TZVPD basis.

```
51
Properties=species:S:1:pos:R:3:nbo_charge:R:1
Fe 0.68055 -1.58459 0.55614 1.107
O 0.96582 -3.56725 0.94796 -0.683
C -0.00046 -4.38742 0.28348 -0.083
C -1.30232 -3.62477 0.25166 -0.251
N -1.06608 -2.24797 -0.25709 -0.416
C -2.10520 -1.36312 0.30372 -0.348
C -1.76754 -1.13569 1.78324 0.779
O -2.63218 -0.89375 2.59353 -0.607
O -0.48503 -1.23777 2.03593 -0.739
C -0.94083 -2.21765 -1.72883 -0.352
C 0.52594 -2.08757 -2.16001 0.770
O 0.80386 -2.13651 -3.33675 -0.618
O 1.36686 -1.86409 -1.19068 -0.722
H 0.93745 -3.66426 1.91016 0.516
H 0.39925 -4.56821 -0.71392 0.207
H -0.11109 -5.34322 0.79405 0.206
H -2.05323 -4.12945 -0.36410 0.212
H -1.69500 -3.55119 1.26570 0.225
H -2.07384 -0.40356 -0.20783 0.238
H -3.10860 -1.78304 0.19887 0.219
H -1.34695 -3.12682 -2.17539 0.223
H -1.50108 -1.37829 -2.13909 0.239
O 3.12817 -0.33174 3.32732 -0.593
C 2.52848 -0.32056 2.28137 0.804
O 2.19615 -1.39899 1.61127 -0.713
C 2.12227 0.99657 1.62251 -0.852
P 0.84706 0.71144 0.35349 1.127
C -0.62295 1.64788 0.86388 -0.394
C -1.50413 2.14177 -0.09976 -0.159
C -2.66947 2.78536 0.28238 -0.232
C -2.96717 2.94079 1.63018 -0.190
C -2.10031 2.44683 2.59142 -0.177
C -0.93369 1.79967 2.21254 -0.189
C 1.44704 1.60655 -1.11386 -0.403
C 1.37934 3.00482 -1.10591 -0.134
C 1.89943 3.73834 -2.15641 -0.234
C 2.49870 3.08722 -3.22876 -0.186
C 2.58734 1.70634 -3.23396 -0.203
C 2.07385 0.96259 -2.17745 -0.178
H 3.00771 1.38589 1.11605 0.276
H 1.82662 1.73206 2.36786 0.266
H -1.27067 2.03814 -1.15343 0.215
H -3.34369 3.16866 -0.47241 0.219
H -3.87939 3.44012 1.92885 0.219
H -2.33848 2.54358 3.64183 0.225
H -0.28957 1.38100 2.97499 0.235
H 0.91085 3.52148 -0.27733 0.211
H 1.83806 4.81864 -2.13933 0.218
H 2.90080 3.66141 -4.05343 0.218
H 3.05919 1.19051 -4.05959 0.225
H 2.17813 -0.11021 -2.18506 0.258
```

For the HOMO energy (spin up / spin down), the calculation gives -9.39 / -9.38 eV. As for the frontier orbital gap (spin up / spin down): 9.0 / 9.2 eV. The energy is -2961.3172 a.u. Its charge is 0. The value obtained for the relative energy (zero: lowest compared OMol25 entry of this formula, charge and spin) is 0.0000 eV. As for the spin multiplicity: 2.


This record from the OMol25 dataset describes C20H21FeNO7P as an isolated structure. The level of theory is the ωB97M-V functional and the def2-TZVPD basis.

```
51
Properties=species:S:1:pos:R:3:nbo_charge:R:1
Fe 0.16199 0.22153 -0.41960 1.118
O 1.68372 -0.71774 -1.43738 -0.682
C 1.62551 -2.13429 -1.25823 -0.082
C 1.09066 -2.42679 0.11980 -0.252
N -0.16115 -1.64426 0.32190 -0.423
C -0.34234 -1.41798 1.77007 -0.344
C 0.74927 -0.42650 2.20304 0.778
O 1.21367 -0.45373 3.31713 -0.603
O 1.09847 0.40683 1.24972 -0.740
C -1.31265 -2.24959 -0.37171 -0.350
C -1.90192 -1.29127 -1.41045 0.770
O -2.96096 -1.55119 -1.93433 -0.618
O -1.16019 -0.25279 -1.68954 -0.723
H 2.45916 -0.30527 -1.02810 0.518
H 0.94381 -2.48246 -2.03464 0.201
H 2.60052 -2.59094 -1.42610 0.207
H 0.90108 -3.49283 0.27203 0.214
H 1.81544 -2.09996 0.86519 0.228
H -1.31916 -0.96565 1.94036 0.235
H -0.27578 -2.34531 2.34268 0.219
H -0.98584 -3.12535 -0.93742 0.226
H -2.06922 -2.59690 0.32957 0.236
O 1.74666 3.81676 -0.89947 -0.598
C 0.92704 2.95615 -0.69210 0.805
O 1.04411 1.71493 -1.09149 -0.719
C -0.39192 3.28365 0.00650 -0.847
P -1.27721 1.77594 0.54814 1.119
C -1.32980 1.83462 2.35890 -0.396
C -2.40593 1.25504 3.03267 -0.153
C -2.43715 1.24443 4.41759 -0.230
C -1.39719 1.81620 5.13812 -0.188
C -0.32568 2.39196 4.47386 -0.180
C -0.28610 2.39729 3.08834 -0.185
C -2.99524 2.15374 0.07641 -0.394
C -3.62493 3.20263 0.75623 -0.192
C -4.90560 3.59048 0.40806 -0.214
C -5.57554 2.93423 -0.61886 -0.188
C -4.95345 1.90267 -1.29957 -0.221
C -3.66158 1.51250 -0.96086 -0.122
H -1.02431 3.76254 -0.74377 0.276
H -0.23850 4.00123 0.81021 0.264
H -3.23178 0.83029 2.47297 0.214
H -3.27582 0.79527 4.93330 0.218
H -1.41995 1.80653 6.21996 0.219
H 0.49390 2.82188 5.03342 0.223
H 0.57475 2.81045 2.57915 0.233
H -3.11506 3.71354 1.56413 0.220
H -5.38273 4.40406 0.93881 0.219
H -6.58045 3.23407 -0.88679 0.217
H -5.46410 1.39041 -2.10413 0.224
H -3.18886 0.72549 -1.52669 0.245
```

For the HOMO energy (spin up / spin down), the calculation gives -9.32 / -9.30 eV. As for the frontier orbital gap (spin up / spin down): 8.8 / 9.2 eV. The energy is -2961.3118 a.u. Its charge is 0. The value obtained for the relative energy (zero: lowest compared OMol25 entry of this formula, charge and spin) is 0.1463 eV. As for the spin multiplicity: 2.